1.
Entry from the OMol25 dataset: a molecular structure, C44H60N4O7P3Rb (ωB97M-V/def2-TZVPD).

**Orbital gap**: 5.19 eV
**Total charge**: 0
**Molar mass**: 935.4 Da
**F_max**: 1.039 eV/Å
**ΔE to the lowest compared entry with this formula, charge and spin**: 26.2 kcal/mol
**HOMO level**: -0.1904 hartree
**E_tot**: -95422.18898 eV

XYZ file:
```
119
Properties=species:S:1:pos:R:3:mulliken_charge:R:1
Rb 0.00847 -0.08597 -0.06420 1.7499
N -1.36090 1.02223 -2.42791 0.6881
C -1.92819 0.66470 -3.67572 0.0991
C -2.80716 1.57312 -4.26001 -0.7879
C -3.44292 1.26797 -5.44943 -0.6329
C -3.18752 0.05024 -6.05640 -0.9722
C -2.29549 -0.83269 -5.46183 -0.7876
C -1.63411 -0.58238 -4.25759 0.4105
P -0.14951 -1.75026 -3.33146 1.6641
C -1.47285 -2.82682 -2.64175 0.4528
C -2.50962 -2.23004 -1.92092 -0.2187
C -3.47357 -2.99512 -1.29002 -0.9392
C -3.44995 -4.38146 -1.39964 -0.6506
C -2.44512 -4.98685 -2.13375 -1.1483
C -1.45585 -4.21392 -2.73039 -0.1688
C 0.37452 -2.41784 -4.95301 0.8191
C 1.56051 -1.94768 -5.50844 -0.7907
C 2.01571 -2.40811 -6.73252 -0.6366
C 1.29483 -3.36615 -7.43157 -0.7425
C 0.11681 -3.85364 -6.88816 -0.7315
C -0.33732 -3.38175 -5.66442 -0.6536
H -1.27118 2.02610 -2.33302 0.2976
H -0.43532 0.61940 -2.34306 -0.7433
H -2.99290 2.52492 -3.77396 0.4117
H -4.12649 1.97945 -5.89610 0.3534
H -3.67300 -0.21325 -6.98745 0.4245
H -2.11128 -1.76425 -5.97582 0.3755
H -2.56127 -1.14877 -1.85298 0.3092
H -4.25219 -2.50765 -0.71714 0.4901
H -4.21748 -4.98006 -0.92403 0.3804
H -2.42325 -6.06473 -2.24069 0.4096
H -0.65676 -4.70007 -3.27246 0.5646
H 2.15088 -1.21199 -4.96676 0.1676
H 2.94225 -2.02189 -7.14052 0.4262
H 1.64859 -3.72935 -8.38803 0.3743
H -0.46104 -4.60073 -7.41893 0.4247
H -1.26695 -3.76200 -5.26700 0.4988
N 0.34415 -4.72798 -0.17946 -0.4116
C 0.50705 -3.37428 -0.16328 0.3612
O -0.20131 -2.66973 0.54457 -0.5374
C 1.63229 -2.85323 -1.02729 -0.2758
C 1.38368 -3.04523 -2.52862 -1.7259
H -0.56476 -5.04412 0.12417 0.3120
H 0.73941 -5.22216 -0.96297 0.2751
H 2.54131 -3.36418 -0.67540 0.6600
H 1.78114 -1.79564 -0.79907 -0.2177
H 1.37749 -4.11617 -2.77337 0.5746
H 2.25925 -2.63623 -3.04389 0.6233
C 3.00352 1.32141 -4.55499 -0.9679
C 4.08178 1.97974 -3.98789 -0.6473
C 3.90761 2.62705 -2.77611 -0.7938
C 2.65207 2.58406 -2.17029 0.5987
N 1.62380 1.91288 -2.69324 0.0501
C 1.79753 1.30787 -3.86538 -0.4059
C 2.38143 3.33257 -0.90633 0.5562
C 3.14132 4.46246 -0.58335 -0.9192
C 2.83602 5.17569 0.56040 -0.8237
C 1.77244 4.75021 1.34352 -1.0239
C 1.08460 3.61438 0.94454 -0.6116
N 1.37873 2.90724 -0.13410 0.5483
H 3.08189 0.81743 -5.50715 0.5123
H 5.04610 1.99319 -4.47858 0.4337
H 4.73635 3.13680 -2.30952 0.3555
H 0.93270 0.78706 -4.26892 0.8462
H 3.93561 4.79688 -1.23253 0.3871
H 3.40710 6.05742 0.82100 0.4195
H 1.47323 5.28648 2.23398 0.5287
H 0.23970 3.26306 1.52323 0.9598
C 0.53709 -2.78665 5.19082 -1.6199
C 0.58495 -2.47513 3.70957 0.6871
C 1.90196 -2.82955 3.05681 -1.1479
O 0.24484 -1.06536 3.53520 0.1688
P 1.15573 0.17569 3.28010 -0.4470
O 1.63004 0.37205 1.89941 -0.4902
C 0.08516 1.52091 3.83951 -0.5419
P -1.53330 1.51213 3.02577 -0.5844
O -1.47695 0.81204 1.73709 -0.7339
O -2.55934 0.83025 4.01577 0.1460
C -3.33982 1.47630 5.05192 1.0996
C -2.45250 2.02769 6.14747 -1.3645
C -4.30607 0.42612 5.55292 -1.5814
O -1.90666 3.05456 2.95419 -0.1108
C -3.01590 3.48124 2.08660 0.8374
C -3.61287 4.70851 2.73584 -1.5541
C -2.48404 3.73684 0.69353 -1.1845
O 2.30205 0.04498 4.37508 -0.2179
C 3.52724 0.82889 4.22422 1.0157
C 3.98902 1.17709 5.62234 -1.5602
C 4.53637 0.02083 3.43873 -1.4090
H 0.66193 -3.85868 5.34647 0.4419
H -0.42370 -2.49069 5.60927 0.3269
H 1.33287 -2.26639 5.72245 0.2503
H -0.22739 -2.97297 3.17468 0.2890
H 2.74748 -2.39387 3.58901 0.1828
H 1.91399 -2.50599 2.02088 0.1281
H 2.01696 -3.91489 3.07224 0.5137
H 0.58571 2.46653 3.63114 0.5294
H -0.04796 1.41693 4.91703 0.5933
H -3.89289 2.29213 4.57550 -0.1411
H -1.86756 1.22817 6.60432 0.3027
H -3.07201 2.47491 6.92602 0.4717
H -1.78030 2.80070 5.77836 0.2831
H -3.76827 -0.38117 6.04838 0.3429
H -4.87619 0.00698 4.72712 0.3748
H -5.00028 0.86620 6.26872 0.4051
H -3.74286 2.66097 2.06940 0.3764
H -2.88504 5.51903 2.75694 0.3189
H -3.93436 4.50638 3.75646 0.3515
H -4.47835 5.04342 2.16470 0.4173
H -1.73381 4.52748 0.71556 0.2023
H -3.30019 4.06034 0.04577 0.5617
H -2.04879 2.83599 0.26672 0.0304
H 3.27018 1.74159 3.67717 0.1299
H 4.23006 0.27403 6.18230 0.3117
H 3.21939 1.72478 6.16386 0.3635
H 4.88426 1.79629 5.57170 0.4166
H 4.78413 -0.89242 3.98060 0.3034
H 5.45470 0.59535 3.30934 0.4717
H 4.14466 -0.23819 2.45843 0.2155
```

2.
Entry from the OMol25 dataset: a molecular structure, C44H60N5O4P2S2Ti (ωB97M-V/def2-TZVPD).

**Orbital gap (spin up / spin down)**: 4.41 / 6.33 eV
**Total charge**: -1
**Multiplicity**: 3
**Molar mass**: 896.9 Da
**<S²>**: 2.007
**F_max**: 3.130 eV/Å
**HOMO level (spin up / spin down)**: -0.0835 / -0.1539 hartree
**E_tot**: -125608.55482 eV

XYZ file:
```
118
Properties=species:S:1:pos:R:3:mulliken_charge:R:1
Ti 0.09028 0.06302 -0.57715 -1.9704
C 4.92097 0.25196 -3.19858 -1.7534
C 4.09630 0.32667 -1.91629 0.1636
C 3.69744 1.78538 -1.68100 -1.3279
P 2.49596 -0.68857 -1.80112 1.3757
C 3.11909 -2.45361 -1.62050 1.4606
C 4.50201 -2.81854 -2.15623 -1.7940
C 2.06202 -3.43360 -2.12434 -1.5763
C 1.85613 -0.47570 -3.49465 0.2025
C 2.38251 -1.02738 -4.65554 -0.2336
C 1.93450 -0.63514 -5.90883 -0.9655
C 0.99006 0.38296 -5.99032 -1.0579
C 0.43432 0.93267 -4.85228 -0.7445
C 0.79153 0.46621 -3.56711 -0.4027
N 0.25793 0.91302 -2.39471 1.2048
C -0.93985 1.59574 -2.30561 0.1547
C -2.03369 1.40234 -3.16726 -0.4519
C -3.22091 2.07696 -2.97091 -1.0362
C -3.36656 2.95232 -1.90268 -1.4004
C -2.31081 3.15371 -1.03224 -0.3030
C -1.08709 2.50702 -1.21937 0.3194
P 0.44744 2.75676 -0.24062 0.8987
C 0.76959 4.57001 -0.71466 0.3037
C 1.15565 4.61573 -2.19472 -1.1314
C -0.33533 5.58002 -0.43284 -1.5668
C 0.04963 3.07630 1.58819 0.6756
C -1.41797 3.10443 2.01856 -1.6229
C 0.80633 2.03229 2.41660 -1.8706
H 5.73756 0.97814 -3.13492 0.4943
H 4.31157 0.51158 -4.06343 0.2771
H 5.36159 -0.72761 -3.37175 0.3568
H 4.70284 -0.01647 -1.06945 0.7132
H 3.04370 2.11625 -2.49243 0.1405
H 4.57719 2.43655 -1.66051 0.5444
H 3.14827 1.89840 -0.74803 0.1256
H 3.16970 -2.55226 -0.53192 -0.2697
H 4.54574 -2.78616 -3.24580 0.2063
H 4.73959 -3.84066 -1.84663 0.4801
H 5.27520 -2.16484 -1.75200 0.4240
H 2.03095 -3.44545 -3.21591 0.2849
H 1.07428 -3.15270 -1.76624 0.1154
H 2.28242 -4.44337 -1.76578 0.4596
H 3.16369 -1.77445 -4.58388 0.1123
H 2.33790 -1.08650 -6.80709 0.4460
H 0.68208 0.75164 -6.96270 0.3544
H -0.28434 1.73618 -4.94552 0.5563
H -1.95367 0.67589 -3.96458 0.6330
H -4.05531 1.89693 -3.64010 0.3678
H -4.30901 3.45994 -1.73360 0.3875
H -2.43868 3.83481 -0.20430 0.3272
H 1.64908 4.83032 -0.11360 0.6495
H 0.33618 4.23083 -2.80726 0.1165
H 2.03824 4.00739 -2.39437 0.1358
H 1.36175 5.64209 -2.51286 0.5173
H -1.18099 5.41571 -1.10035 0.3141
H 0.04529 6.58868 -0.61842 0.5105
H -0.68944 5.54033 0.59933 0.2716
H 0.50047 4.05456 1.79028 0.9193
H -1.47898 2.99067 3.10333 0.4454
H -1.91151 4.04147 1.75534 0.2433
H -1.96914 2.28120 1.56976 0.0826
H 0.39218 1.04012 2.23264 0.0930
H 0.71642 2.25530 3.48383 0.6058
H 1.86677 2.01979 2.15629 0.3194
C -3.92335 -4.73228 -3.13522 -1.0098
N -2.81333 -4.00144 -2.54185 -0.1831
C -2.72322 -2.65285 -2.38736 0.5180
S -1.18818 -1.96649 -2.27226 -0.1583
N -3.80947 -1.87742 -2.33667 -0.0487
C -5.18085 -2.27767 -2.07912 -1.2684
H -3.54500 -5.68187 -3.50644 0.3566
H -4.36889 -4.19228 -3.97273 0.2963
H -4.70290 -4.94827 -2.40423 0.2656
H -1.89811 -4.39395 -2.68668 0.3183
H -3.56560 -0.95307 -1.98265 0.2121
H -5.25010 -3.10511 -1.37134 0.3623
H -5.70177 -2.55670 -2.99736 0.3601
H -5.69289 -1.42161 -1.64571 0.3830
N 3.25165 -5.02900 3.96572 -0.6756
C 2.76770 -4.22488 3.29561 -0.2554
C 2.17467 -3.23524 2.46637 0.5221
C 0.94897 -3.46915 1.83241 -1.1359
C 0.38845 -2.49511 1.02407 -0.6199
C 1.00419 -1.25435 0.75270 2.1525
C 2.24147 -1.06835 1.41206 0.2858
C 2.80942 -2.00441 2.25390 -0.9031
H 0.45570 -4.42420 1.98076 0.5138
H -0.57194 -2.71451 0.56275 0.2875
H 2.78440 -0.13910 1.24975 0.0860
H 3.75810 -1.81334 2.74568 0.4993
C 2.30033 0.57421 6.70077 -1.6168
C 0.85956 0.32228 6.35779 0.9279
C -0.08369 1.34506 6.41028 -0.7495
C -1.39932 1.12322 6.04238 -0.3224
C -1.78443 -0.14340 5.63460 -0.0891
C -0.86608 -1.18898 5.60460 -0.0679
C 0.44668 -0.94937 5.95536 -0.6653
S -3.45650 -0.42621 5.15578 1.4078
O -4.01088 0.81714 4.68271 -0.6704
O -4.17460 -1.11006 6.19998 -0.7728
N -3.24722 -1.54925 3.94884 -0.2717
C -2.55810 -1.13528 2.71105 0.1995
C -3.43378 -0.45898 1.65844 -1.0330
C -2.61973 -0.06153 0.42550 0.0738
O -3.21218 0.11714 -0.63472 -0.6200
O -1.35908 0.07964 0.61252 0.2621
H 2.49149 1.64079 6.81288 0.3538
H 2.94902 0.18408 5.91559 0.3219
H 2.57221 0.07721 7.63404 0.3876
H 0.22758 2.33602 6.71879 0.2868
H -2.13114 1.92078 6.05198 0.4107
H -1.19499 -2.16639 5.27866 0.3927
H 1.17081 -1.75348 5.90222 0.4330
H -4.12260 -2.03420 3.78306 0.3470
H -2.10394 -2.02959 2.28268 0.1831
H -1.74335 -0.46829 2.99041 -0.2319
H -3.89786 0.43790 2.07263 0.2747
H -4.23440 -1.12516 1.32790 0.3764
```

Q: The highest F_max belongs to which entry?
A: C44H60N5O4P2S2Ti

Q: Which of these has the highest molar mass?
A: C44H60N4O7P3Rb

Q: Look up the total charge of the first one.
A: 0

Q: What is the F_max in the first record?
A: 1.039 eV/Å